No. 1
This record from the Open Molecules 2025 dataset describes a cluster of 11 separate species, C31H56BCl20NO4 in total. The level of theory is ωB97M-V/def2-TZVPD.

Summary:
- SMILES = CCCOCC1=C(B(N)O)C(=O)C=C(C)C1=O.ClCCCl.ClCCCl.ClCCCl.ClCCCl.ClCCCl.ClCCCl.ClCCCl.ClCCCl.ClCCCl.ClCCCl
- gap between HOMO and LUMO (eV) = 9.018
- calculated total energy (Ha) = -10799.27494
- F_max (Eh/bohr) = 0.0517
- E_LUMO (eV) = -0.12

Cartesian coordinates (Å):
C1 -3.46757 -1.56382 1.77794
C2 -2.28744 -1.45671 0.76921
C3 -2.25146 -0.02545 0.13495
O1 -1.34663 0.81950 0.86416
C4 -2.13695 1.81393 1.56695
C5 -1.16744 2.59741 2.41575
C6 -1.30921 2.93381 3.68854
B1 -2.61283 2.53079 4.51259
N1 -2.56928 1.24127 5.28019
O2 -3.74664 3.28208 4.58752
C7 -0.16160 3.70497 4.35467
O3 -0.34831 4.53496 5.17610
C8 1.23332 3.29634 3.88901
C9 1.36825 2.96453 2.61036
C10 2.71591 2.50734 2.04937
C11 0.12188 3.06593 1.73242
O4 0.13670 3.50724 0.63141
H1 -3.27740 -0.87151 2.61944
H2 -4.41208 -1.32446 1.26565
H3 -3.48873 -2.56847 2.23201
H4 -2.33010 -2.22471 -0.01819
H5 -1.33836 -1.53705 1.32897
H6 -1.91477 -0.11699 -0.91572
H7 -3.26937 0.40010 0.08243
H8 -2.61553 2.42295 0.77478
H9 -2.90765 1.26034 2.12948
H10 -1.73292 1.34155 5.86694
H11 -2.27983 0.52119 4.60918
H12 -4.41672 2.68935 4.97083
H13 2.07762 3.24790 4.58260
H14 3.28610 3.31223 1.56900
H15 2.52629 1.65933 1.36765
H16 3.28056 2.07842 2.89356
Cl1 -3.52866 -4.96180 -0.23764
C12 -2.66626 -5.64626 1.16962
C13 -3.61865 -6.20969 2.20008
Cl2 -4.54397 -4.91428 3.00688
H17 -2.03704 -4.86613 1.59364
H18 -2.02246 -6.43212 0.79040
H19 -3.07187 -6.73027 2.97399
H20 -4.32609 -6.90777 1.75624
Cl3 6.41628 4.86189 1.32063
C14 5.15881 6.08749 1.60542
C15 4.96446 6.38536 3.06969
Cl4 4.23589 4.99320 3.90662
H21 4.23541 5.73210 1.15077
H22 5.47316 6.98851 1.07900
H23 4.28179 7.22642 3.18816
H24 5.90033 6.63475 3.56578
Cl5 2.60604 5.06634 -4.30929
C16 1.02268 4.63063 -3.60686
C17 1.07307 3.33323 -2.83947
Cl6 1.31418 1.92686 -3.91324
H25 0.29633 4.58809 -4.41551
H26 0.74084 5.44352 -2.93800
H27 0.12893 3.17648 -2.31904
H28 1.87276 3.33388 -2.10106
Cl7 -3.72095 -11.53075 1.22627
C18 -3.71676 -10.02203 0.27728
C19 -2.36799 -9.34773 0.28506
Cl8 -1.95415 -8.68612 1.89124
H29 -4.49322 -9.37093 0.67609
H30 -3.98308 -10.28800 -0.74460
H31 -2.37138 -8.50849 -0.41227
H32 -1.57610 -10.03278 -0.01051
Cl9 9.02765 1.23750 3.76691
C20 10.41824 1.93607 2.90026
C21 9.99256 2.92919 1.84668
Cl10 9.15806 2.14424 0.48179
H33 10.99281 1.11848 2.46936
H34 11.03770 2.43466 3.64534
H35 10.86876 3.42998 1.43578
H36 9.32690 3.68709 2.25620
Cl11 -2.54327 5.43636 -3.78688
C22 -2.56462 6.89290 -4.81076
C23 -1.18686 7.48387 -4.98907
Cl12 -0.55683 8.19348 -3.47946
H37 -3.25308 7.60800 -4.36469
H38 -2.96514 6.59197 -5.77862
H39 -1.22272 8.28646 -5.72498
H40 -0.47266 6.73744 -5.33260
Cl13 -2.39604 -7.29792 5.34662
C24 -0.75977 -6.78907 5.83335
C25 -0.60216 -5.28844 5.80989
Cl14 -0.63491 -4.63608 4.15117
H41 -0.04402 -7.27688 5.17433
H42 -0.60073 -7.16096 6.84512
H43 0.36028 -5.01215 6.23950
H44 -1.38626 -4.79532 6.38106
Cl15 6.84351 5.23387 -2.39341
C26 7.01863 3.48304 -2.67839
C27 5.68354 2.79176 -2.83265
Cl16 4.76737 2.74584 -1.30398
H45 7.59394 3.06349 -1.85504
H46 7.59894 3.36966 -3.59382
H47 5.83609 1.75713 -3.13866
H48 5.06269 3.28068 -3.58177
Cl17 -1.65713 -11.29239 -3.68981
C28 -3.26415 -11.79566 -4.27241
C29 -4.16433 -10.61559 -4.54580
Cl18 -4.63666 -9.77652 -3.04630
H49 -3.69713 -12.46518 -3.53171
H50 -3.10647 -12.35849 -5.19192
H51 -5.08338 -10.95389 -5.02317
H52 -3.68673 -9.89009 -5.20111
Cl19 -2.96562 3.93458 -7.22143
C30 -4.66246 3.51751 -7.56737
C31 -5.51864 4.74161 -7.78286
Cl20 -5.74526 5.67637 -6.28220
H53 -5.03386 2.90915 -6.74510
H54 -4.66022 2.90727 -8.47017
H55 -6.51003 4.44295 -8.12213
H56 -5.08666 5.40421 -8.53023

***

No. 2
This record from the Open Molecules 2025 dataset describes a structure of composition C31H56BrHgN4OP3. The level of theory is ωB97M-V/def2-TZVPD.

Summary:
- gap between HOMO and LUMO (spin up / spin down) (eV) = 4.559 / 3.721
- calculated total energy (Ha) = -5259.87779
- F_max (Eh/bohr) = 0.0898
- total charge = +2
- relative energy (zero: lowest compared OMol25 entry of this formula, charge and spin) (kcal/mol) = 37.8
- E_LUMO (spin up / spin down) (eV) = -8.05 / -8.89

Cartesian coordinates (Å):
C1 -0.22013 6.22470 -5.93967
C2 -0.38945 4.95779 -6.54908
C3 -0.73869 4.92880 -7.91076
C4 -1.02585 6.13925 -8.56598
N1 -0.90785 7.30910 -7.95430
C5 -0.50980 7.38038 -6.68736
C6 -0.35517 3.71528 -5.78940
C7 -0.60523 3.11364 -4.67926
C8 -1.20085 2.79819 -3.42604
C9 -0.40227 2.39556 -2.35489
C10 -0.93618 1.56005 -1.37783
C11 -2.32889 1.34368 -1.29785
C12 -3.15525 1.82306 -2.33922
C13 -2.61148 2.62222 -3.34078
Hg1 -0.57564 1.47782 -6.25231
P1 1.96955 -1.44654 -1.92884
H1 -0.87044 3.97287 -8.42354
H2 0.07338 6.30806 -4.89126
H3 -1.37004 6.12831 -9.59856
H4 -0.43144 8.36718 -6.23339
H5 -3.23365 3.01243 -4.14088
H6 0.66732 2.64796 -2.38074
H7 -4.19774 1.50533 -2.40094
H8 -0.22640 1.07060 -0.70000
C14 2.33060 -2.85739 -0.77108
C15 3.44109 -3.83820 -1.11746
H9 1.37455 -3.40422 -0.73008
H10 2.49048 -2.42990 0.22973
H11 3.54190 -4.58280 -0.31864
H12 3.23038 -4.38107 -2.04408
H13 4.41546 -3.35261 -1.22526
C16 3.06811 -1.73201 -3.39870
C17 3.70452 -0.52708 -4.09134
H14 2.39729 -2.22788 -4.11829
H15 3.83418 -2.47332 -3.13477
H16 3.72968 -0.71208 -5.17138
H17 3.15639 0.40515 -3.91989
H18 4.74100 -0.37078 -3.77295
C18 2.81109 -0.04586 -1.07669
C19 4.27640 -0.27819 -0.72810
H19 2.21600 0.17973 -0.17461
H20 2.71314 0.82010 -1.75111
H21 4.68090 0.62144 -0.24445
H22 4.41314 -1.11967 -0.03719
H23 4.89231 -0.46451 -1.61503
Br1 -3.07972 0.49042 0.18272
P2 -2.29043 -2.82330 -3.87948
C20 -0.47223 -3.14090 -3.72311
C21 -0.16809 -4.58354 -4.12724
H24 -0.19278 -2.96192 -2.67467
H25 0.06988 -2.41351 -4.34261
H26 0.90380 -4.71182 -4.32026
H27 -0.45382 -5.28773 -3.33550
H28 -0.72025 -4.86672 -5.03340
C22 -2.73881 -2.66165 -2.09172
C23 -4.08488 -3.29003 -1.73393
H29 -2.69279 -1.60794 -1.79521
H30 -1.95452 -3.20830 -1.56077
H31 -4.20987 -3.25619 -0.64394
H32 -4.93243 -2.76176 -2.18974
H33 -4.11518 -4.34301 -2.04332
C24 -2.44852 -1.12233 -4.52433
C25 -2.83977 -1.25117 -6.00277
H34 -1.49798 -0.59458 -4.35848
H35 -3.23048 -0.61293 -3.94222
H36 -3.21520 -0.30148 -6.39791
H37 -1.98818 -1.57424 -6.61560
H38 -3.63835 -1.99884 -6.11179
C26 2.44668 2.84561 4.65445
N2 2.17775 2.07006 3.44722
C27 3.35891 1.40727 2.90092
P3 0.68695 1.83950 2.71639
O1 0.80173 1.02729 1.47712
N3 -0.20861 1.20001 4.01396
C28 -1.64587 1.05288 3.78670
C29 0.35707 0.05338 4.72148
N4 -0.13002 3.27643 2.47046
C30 -0.07620 4.36698 3.42298
C31 -0.95331 3.48830 1.28591
H39 3.34972 2.43381 5.12547
H40 1.62826 2.78677 5.38461
H41 2.64867 3.90268 4.42054
H42 3.81951 0.78180 3.68290
H43 3.08238 0.77187 2.05140
H44 4.10064 2.15101 2.56908
H45 -1.87314 0.31589 2.99494
H46 -2.10134 0.72058 4.72909
H47 -2.07397 2.02257 3.50821
H48 0.38513 -0.85404 4.09269
H49 1.37150 0.29081 5.06324
H50 -0.27714 -0.14462 5.59638
H51 -0.85137 5.08931 3.15389
H52 -0.27369 4.01624 4.44489
H53 0.89624 4.87360 3.39340
H54 -0.34354 3.74915 0.40900
H55 -1.54786 2.59465 1.03979
H56 -1.64708 4.31392 1.48830

***

No. 3
This record from the Open Molecules 2025 dataset describes a cluster of 4 separate species, C31H56INO14S3 in total. The level of theory is ωB97M-V/def2-TZVPD.

Summary:
- SMILES = CCCCCCCCCCCCCC1=C(I)C(=O)C(CC=O)=C(CON=O)C1=O.CCOS(C)(=O)=O.CCOS(C)(=O)=O.CCOS(C)(=O)=O
- gap between HOMO and LUMO (eV) = 7.313
- calculated total energy (Ha) = -3814.49395
- F_max (Eh/bohr) = 0.1673
- E_LUMO (eV) = -2.20

Cartesian coordinates (Å):
C1 2.14215 2.03832 -1.49026
C2 1.10591 1.28521 -0.42891
C3 -0.48023 1.50248 -0.86417
C4 -1.52421 1.15521 0.35407
C5 -1.51931 -0.41882 0.82162
C6 -2.44067 -1.38404 -0.13927
C7 -2.35624 -2.92222 0.47603
C8 -2.62015 -4.08159 -0.65681
C9 -1.34763 -4.24396 -1.72978
C10 -0.27422 -5.38655 -1.24827
C11 1.09333 -4.80803 -0.55347
C12 2.24656 -5.96213 -0.70615
C13 3.35483 -5.69222 -1.88265
C14 2.87676 -4.67117 -3.07229
C15 3.28127 -3.21213 -2.99111
I1 4.43674 -2.34468 -1.31905
C16 2.86601 -2.13030 -4.19711
O1 3.03914 -0.80339 -3.95825
C17 2.29859 -2.64957 -5.66497
C18 2.25873 -1.55274 -6.88321
C19 0.88843 -0.60955 -6.73752
O2 -0.24372 -0.84243 -7.41426
C20 1.88780 -4.08095 -5.74590
C21 1.31089 -4.60929 -7.22245
O3 -0.11385 -4.15167 -7.26398
N1 -0.69804 -4.98277 -8.18463
O4 -0.60222 -4.37090 -9.25762
C22 2.00910 -5.08763 -4.41583
O5 1.33234 -6.26209 -4.54888
H1 2.74473 1.22078 -2.08889
H2 1.59760 2.77926 -2.22203
H3 2.95415 2.68761 -0.91675
H4 1.35296 1.71773 0.63179
H5 1.32137 0.12138 -0.53139
H6 -0.60550 2.66355 -1.11031
H7 -0.74443 0.92018 -1.86923
H8 -1.25503 1.82389 1.30348
H9 -2.61841 1.49222 0.04085
H10 -1.92688 -0.49702 1.93791
H11 -0.40744 -0.81639 0.80672
H12 -2.13472 -1.37478 -1.27374
H13 -3.56991 -1.01287 -0.02937
H14 -1.34166 -3.13147 1.05680
H15 -3.21486 -2.99922 1.29975
H16 -2.89682 -5.12255 -0.14321
H17 -3.58445 -3.77505 -1.28663
H18 -1.85543 -4.66580 -2.72445
H19 -0.86874 -3.21823 -2.02915
H20 -0.82846 -6.02937 -0.40916
H21 0.02175 -6.16325 -2.10000
H22 0.86112 -4.72436 0.61460
H23 1.41078 -3.73401 -0.89217
H24 2.83916 -6.02035 0.31517
H25 1.73146 -6.99357 -0.91681
H26 3.54362 -6.74750 -2.40804
H27 4.37203 -5.41311 -1.36647
H28 2.30970 -2.02337 -7.96558
H29 3.16000 -0.77216 -6.84012
H30 0.87407 0.30885 -5.97617
H31 1.94750 -4.19729 -8.12102
H32 1.38461 -5.78271 -7.20254
C23 -4.04190 -6.95394 5.08200
C24 -5.25919 -7.23805 4.22232
O6 -6.05476 -6.07456 4.04940
S1 -5.57000 -4.94727 2.97783
C25 -7.08847 -4.02972 2.91952
O7 -5.36152 -5.57769 1.69166
O8 -4.55942 -4.11842 3.60037
H33 -3.34398 -6.28733 4.56650
H34 -3.51124 -7.88039 5.31959
H35 -4.33174 -6.45971 6.01459
H36 -4.97071 -7.66057 3.25405
H37 -5.88566 -7.98229 4.72544
H38 -7.87118 -4.66678 2.50335
H39 -6.93309 -3.15932 2.27814
H40 -7.34563 -3.70616 3.92967
C26 2.18833 4.90612 5.10324
C27 0.86400 5.06596 4.38063
O9 1.03844 5.66491 3.10494
S2 1.58900 4.74586 1.87764
C28 1.20527 5.87701 0.56452
O10 0.74214 3.57952 1.74488
O11 3.02901 4.64200 1.98447
H41 2.82304 4.16947 4.60155
H42 2.02967 4.57059 6.13212
H43 2.73970 5.85151 5.11740
H44 0.34200 4.10724 4.29313
H45 0.21847 5.73303 4.96184
H46 0.12245 6.00569 0.51335
H47 1.57646 5.44922 -0.36946
H48 1.70184 6.82893 0.76081
C29 2.75102 12.77598 2.99319
C30 3.29403 11.38957 3.28392
O12 2.27211 10.51913 3.74715
S3 1.23840 9.87906 2.66282
C31 0.53524 8.64577 3.72847
O13 1.99612 9.21434 1.62400
O14 0.21586 10.85848 2.36121
H49 2.07267 12.76003 2.13483
H50 3.56501 13.47090 2.76769
H51 2.18262 13.15752 3.84720
H52 3.79660 10.96874 2.40664
H53 4.04129 11.45892 4.08160
H54 1.31398 7.93346 4.00750
H55 -0.25892 8.13639 3.17808
H56 0.12073 9.13546 4.61144

***

No. 4
This record from the Open Molecules 2025 dataset describes a cluster of 3 separate species, C31H57Br2N4O4 in total. The level of theory is ωB97M-V/def2-TZVPD.

Summary:
- ⟨S²⟩ = 2.0082
- multiplicity = 3
- gap between HOMO and LUMO (spin up / spin down) (eV) = 7.331 / 8.145
- calculated total energy (Ha) = -6883.01019
- F_max (Eh/bohr) = 0.0528
- total charge = +1
- E_LUMO (spin up / spin down) (eV) = -2.96 / -2.96

Cartesian coordinates (Å):
C1 1.72892 1.46772 1.04122
C2 3.01123 1.94089 0.28183
C3 3.04232 1.59503 -1.20678
C4 1.84748 2.19018 -2.03367
C5 1.79409 3.66397 -1.73578
N1 2.68136 4.57758 -2.28653
C6 2.37015 5.75675 -1.77900
N2 1.35959 5.67082 -0.95320
C7 0.84987 6.79217 -0.23541
Br1 1.99254 7.39673 1.18444
C8 -0.30556 7.39996 -0.49287
C9 -1.21961 6.95433 -1.61293
Br2 -0.86830 8.87463 0.56535
C10 0.94656 4.31588 -0.92912
O1 -0.07044 3.82115 -0.22410
C11 -1.14877 3.39116 -1.09211
C12 -2.27933 2.67498 -0.30492
C13 -3.62614 3.03493 -0.96845
O2 -2.30927 2.99760 1.06614
H1 1.34763 2.29365 1.64711
H2 0.92942 1.12051 0.37963
H3 1.96333 0.65448 1.73358
H4 3.16253 3.00171 0.50692
H5 3.86163 1.41472 0.73296
H6 3.13562 0.51880 -1.38474
H7 3.94884 2.03340 -1.65777
H8 0.96027 1.69055 -1.64595
H9 1.96576 1.99980 -3.10280
H10 3.43950 4.39378 -2.92518
H11 2.94694 6.62168 -2.07687
H12 -0.65826 6.68257 -2.50852
H13 -1.87900 7.79410 -1.84472
H14 -1.84937 6.14986 -1.22908
H15 -1.58007 4.24410 -1.62537
H16 -0.81463 2.70758 -1.87837
H17 -2.13551 1.59928 -0.43592
H18 -3.81939 2.41507 -1.85143
H19 -3.66418 4.08258 -1.29081
H20 -4.41416 2.80198 -0.24831
H21 -2.55322 3.92851 1.13598
C14 -6.93425 -1.93762 0.94420
C15 -6.29337 -1.70661 -0.44901
C16 -6.33477 -3.00317 -1.26544
C17 -5.32503 -4.05108 -0.80474
C18 -3.92120 -3.45622 -0.73471
C19 -3.85496 -2.17889 0.10616
N3 -4.90059 -1.18768 -0.28704
O3 -4.53622 -0.62403 -1.40148
C20 -3.98822 -2.54333 1.59771
C21 -2.45124 -1.57948 -0.00795
C22 -7.20005 -0.68115 -1.13196
H22 -7.98313 -1.64321 0.95304
H23 -6.90816 -2.98214 1.25532
H24 -6.44819 -1.33845 1.71438
H25 -6.13927 -2.77766 -2.31902
H26 -7.34077 -3.42648 -1.22623
H27 -5.61439 -4.46396 0.16535
H28 -5.32917 -4.89008 -1.50323
H29 -3.23160 -4.19941 -0.32777
H30 -3.57776 -3.24774 -1.75349
H31 -4.04202 -1.64590 2.21652
H32 -3.12256 -3.11804 1.92782
H33 -4.85722 -3.15894 1.81924
H34 -2.16776 -1.37960 -1.04183
H35 -1.71378 -2.27331 0.39524
H36 -2.37713 -0.64686 0.55702
H37 -7.19417 0.26864 -0.59284
H38 -8.22459 -1.05016 -1.15536
H39 -6.91028 -0.49092 -2.16487
C23 3.85457 -4.78620 2.10520
C24 3.47390 -3.33141 1.72645
C25 3.18277 -3.24139 0.22420
C26 4.43301 -3.30371 -0.64892
C27 5.46061 -2.27071 -0.19532
C28 5.78974 -2.36857 1.29627
N4 4.56199 -2.39584 2.14715
O4 4.07324 -1.19360 2.20268
C29 6.64954 -3.62292 1.54648
C30 6.70482 -1.20409 1.68074
C31 2.17275 -3.05725 2.48312
H40 2.99064 -5.34157 2.46897
H41 4.24986 -5.35468 1.26303
H42 4.58826 -4.81204 2.91053
H43 2.65961 -2.30201 0.00953
H44 2.49906 -4.04342 -0.06328
H45 4.86558 -4.30720 -0.63045
H46 4.15937 -3.11219 -1.68917
H47 6.37525 -2.38697 -0.78090
H48 5.07677 -1.26957 -0.42501
H49 6.81972 -3.77319 2.61356
H50 7.62448 -3.51706 1.07050
H51 6.21734 -4.53566 1.14151
H52 6.26739 -0.23465 1.44259
H53 7.64512 -1.27125 1.13393
H54 6.93577 -1.22276 2.74703
H55 2.33056 -3.09687 3.56238
H56 1.42738 -3.80816 2.22242
H57 1.74240 -2.08679 2.23533